(1)
{"formula": "H9O5", "method": "ωB97M-V/def2-TZVPD", "symbols": ["O", "H", "O", "H", "H", "O", "H", "H", "O", "H", "H", "O", "H", "H"], "coordinates": [[0.9571, 0.5777, -0.4392], [1.6471, 0.8201, -1.0912], [-0.3768, 2.1833, 3.5631], [-0.9484, 1.5670, 3.0848], [0.2556, 2.3724, 2.8608], [-0.4033, -0.3281, 1.7400], [-1.2114, -0.4950, 1.2370], [0.1452, 0.0601, 1.0370], [-0.9487, -0.0632, -2.4686], [-0.9274, 0.5516, -3.2073], [-0.3226, 0.2748, -1.8152], [0.7365, -2.8975, -1.3904], [-0.0407, -2.3822, -1.6536], [1.4379, -2.2410, -1.4573]], "forces_ev_per_a": [[0.4, 0.3, -0.6], [0.1, 0.0, 0.3], [-0.1, 0.0, -0.6], [0.0, -0.2, 0.4], [0.2, 0.2, 0.3], [-0.2, 0.4, -0.7], [-0.1, -0.2, 0.3], [0.0, -0.3, 0.8], [0.1, -0.1, 0.0], [0.0, 0.0, 0.0], [-0.2, 0.0, -0.1], [-0.2, 0.5, -0.1], [0.0, -0.3, 0.0], [0.2, -0.2, 0.0]], "e_above_lowest_kcal_mol": 1.9, "orbital_gap_ev": [10.71, 6.83], "lumo_ev": [-0.3, -4.2], "multiplicity": 2, "largest_force_ev_per_a": 0.83}

***

(2)
{"formula": "HI3OP", "method": "ωB97M-V/def2-TZVPD", "symbols": ["O", "P", "I", "I", "I", "H"], "coordinates": [[-1.4856, -0.7380, 0.2783], [-1.0143, 0.6180, 0.8859], [-1.4773, 2.5727, -0.5101], [2.1603, 0.1592, 0.4551], [3.5763, -1.9213, -0.4382], [-1.7594, -0.6906, -0.6710]], "forces_ev_per_a": [[-0.4, 0.7, -1.5], [0.6, 0.9, 0.4], [0.2, -1.3, 0.5], [0.0, 0.1, 0.0], [-0.3, 0.2, 0.1], [0.0, -0.5, 0.6]], "total_charge": 1, "e_above_lowest_kcal_mol": 33.3, "orbital_gap_ev": 6.10, "lumo_ev": -7.0, "largest_force_ev_per_a": 1.67}

***

(3)
{"formula": "HINO", "method": "ωB97M-V/def2-TZVPD", "symbols": ["N", "O", "I", "H"], "coordinates": [[0.5553, 0.3309, 0.6338], [-0.1297, 2.1354, -0.0411], [2.4602, 0.0213, -0.0288], [-0.1778, 0.2470, -0.0510]], "forces_ev_per_a": [[-1.0, 3.2, 0.5], [1.3, -2.7, 1.1], [-0.4, 0.1, -0.4], [0.2, -0.6, -1.2]], "total_charge": -1, "e_above_lowest_kcal_mol": 93.8, "orbital_gap_ev": [7.08, 7.09], "lumo_ev": [3.4, 3.4], "largest_force_ev_per_a": 3.43}

***

(4)
{"formula": "HInO2S", "method": "ωB97M-V/def2-TZVPD", "symbols": ["In", "S", "O", "O", "H"], "coordinates": [[-0.5280, -0.6943, -0.6177], [-0.9286, -1.8566, 1.4330], [0.2585, 0.1616, 0.8535], [0.1350, 1.0910, -0.7623], [1.0631, 1.2982, -0.9065]], "forces_ev_per_a": [[-2.7, -4.6, -2.4], [0.0, 0.2, -0.7], [1.8, 2.2, 3.1], [0.4, 2.1, 0.1], [0.5, 0.1, -0.2]], "total_charge": 1, "orbital_gap_ev": [7.16, 6.75], "lumo_ev": [-8.3, -8.3], "multiplicity": 2, "largest_force_ev_per_a": 5.89}

***

(5)
{"formula": "HN2O4S", "method": "ωB97M-V/def2-TZVPD", "symbols": ["O", "S", "O", "N", "N", "O", "O", "H"], "coordinates": [[-2.9149, -0.2584, -1.3331], [-2.8137, -0.4912, 0.1080], [-3.3560, 0.5612, 0.9842], [-0.9508, -0.1616, 0.2928], [-0.3218, -1.1624, 0.2490], [-0.4399, -2.3194, 0.3688], [1.1163, -0.6519, -0.0885], [0.5955, 0.0779, -0.5131]], "forces_ev_per_a": [[0.1, 0.5, -0.1], [-1.2, -0.7, 0.9], [0.3, 0.0, -0.6], [-3.0, 2.1, 0.1], [3.0, 1.4, 0.0], [-0.4, -3.0, 0.3], [-0.9, -0.3, -0.8], [2.0, 0.1, 0.2]], "total_charge": -1, "e_above_lowest_kcal_mol": 57.8, "orbital_gap_ev": 8.40, "lumo_ev": 4.1, "largest_force_ev_per_a": 3.66, "smiles": "O=S(=O)=NN([O-])O"}

***

(6)
{"formula": "HN2O5", "method": "ωB97M-V/def2-TZVPD", "symbols": ["N", "N", "O", "O", "O", "O", "O", "H"], "coordinates": [[-1.4254, 0.0768, -0.0866], [1.5189, -0.0372, 0.1497], [-2.0959, -0.2958, 0.8391], [1.0992, -1.1564, -0.3345], [2.7222, 0.1589, 0.3512], [-1.6050, 1.1707, -0.6595], [0.6789, 0.8615, 0.3412], [-0.8929, -0.7786, -0.6008]], "forces_ev_per_a": [[-1.5, -0.2, -3.5], [-0.3, -0.4, -0.8], [0.0, -0.2, 1.3], [0.5, 0.7, 0.5], [-0.3, -0.4, 0.0], [0.5, -1.9, 0.6], [0.9, -0.2, 0.6], [0.1, 2.6, 1.3]], "total_charge": -1, "e_above_lowest_kcal_mol": 21.7, "orbital_gap_ev": 9.37, "lumo_ev": 4.3, "largest_force_ev_per_a": 3.82}

***

(7)
{"formula": "HN2O5S", "method": "ωB97M-V/def2-TZVPD", "symbols": ["N", "N", "O", "O", "O", "O", "O", "S", "H"], "coordinates": [[0.6572, 0.7908, 1.6882], [-1.5964, -1.0125, -0.3883], [-0.5063, 0.8827, -1.8209], [-2.6425, -0.6571, -0.9392], [0.9518, -0.6993, -0.6942], [0.0444, 1.1717, 0.4996], [1.7777, 0.0038, 1.5656], [-0.2583, 0.0709, -0.7168], [1.5724, -0.5509, 0.8059]], "forces_ev_per_a": [[0.1, 0.4, 1.1], [1.3, -0.8, 1.0], [-0.4, 2.0, -2.3], [-1.1, 0.6, -0.5], [1.0, -1.3, -0.2], [0.4, 0.0, 0.4], [-0.9, 1.0, 0.6], [-0.7, -1.3, 1.2], [0.3, -0.7, -1.2]], "total_charge": -1, "e_above_lowest_kcal_mol": 108.2, "orbital_gap_ev": [7.45, 8.06], "lumo_ev": [3.9, 4.1], "largest_force_ev_per_a": 3.09}

***

(8)
{"formula": "HN2O5S", "method": "ωB97M-V/def2-TZVPD", "symbols": ["N", "N", "O", "O", "O", "O", "O", "S", "H"], "coordinates": [[-2.4472, 0.5349, -0.4842], [-2.6203, 1.4108, 0.2411], [-0.0520, -0.4680, -2.3711], [-1.9684, 2.0225, 1.0900], [1.5076, -1.7039, -0.8030], [-0.7244, -0.7044, -0.0732], [-3.0587, -0.0191, -1.3589], [-0.1186, -1.4375, -1.2890], [1.3731, -1.4209, 0.1052]], "forces_ev_per_a": [[-1.9, -2.3, -3.2], [1.6, 2.7, 3.2], [0.5, 0.1, -0.7], [-0.4, 0.3, 0.3], [-0.7, 0.4, 0.1], [1.3, -1.1, -0.2], [0.4, -0.8, -0.4], [-1.5, 0.4, 0.4], [0.6, 0.1, 0.6]], "total_charge": -1, "e_above_lowest_kcal_mol": 92.7, "orbital_gap_ev": [7.40, 7.40], "lumo_ev": [2.7, 2.7], "largest_force_ev_per_a": 4.49}

***

(9)
{"formula": "HN2O5S2", "method": "ωB97M-V/def2-TZVPD", "symbols": ["N", "N", "O", "O", "O", "O", "O", "S", "S", "H"], "coordinates": [[-0.4288, -0.2229, 1.3910], [-0.0324, 2.0583, 1.7528], [0.0103, 2.7012, 0.7587], [1.8785, 0.3289, 2.1952], [-0.2730, 2.2546, 2.9452], [1.4673, -0.1766, -0.1844], [-0.9912, -0.2294, 0.1905], [1.2968, -2.3274, 1.6073], [1.1886, -0.4725, 1.2357], [-0.3000, -0.6575, -0.3635]], "forces_ev_per_a": [[-1.6, 1.4, 1.1], [-0.8, -0.7, 2.3], [-0.1, 0.4, 0.8], [0.2, 0.8, 0.6], [0.6, 0.5, -3.1], [-0.1, 0.0, 0.6], [-0.8, -0.9, -0.3], [0.0, -1.7, 0.3], [2.5, -0.5, -1.6], [0.0, 0.6, -0.9]], "total_charge": -1, "e_above_lowest_kcal_mol": 35.3, "orbital_gap_ev": [7.87, 7.07], "lumo_ev": [3.2, 2.5], "largest_force_ev_per_a": 3.16}

***

(10)
{"formula": "HN3O3", "method": "ωB97M-V/def2-TZVPD", "symbols": ["N", "N", "N", "O", "O", "O", "H"], "coordinates": [[0.5890, -0.1506, -0.0484], [-3.2892, -0.4196, 0.1682], [1.8600, -0.0593, -0.0451], [-4.5229, -0.2539, -0.2505], [2.4149, 1.0858, 0.1483], [2.7048, -0.9925, -0.2602], [0.2434, 0.7901, 0.2877]], "forces_ev_per_a": [[-0.2, -0.3, 0.5], [-2.3, 0.3, -0.7], [1.7, 1.6, 0.0], [2.0, -0.3, 0.7], [-0.2, 0.6, 0.4], [-1.6, -0.6, -0.1], [0.7, -1.3, -0.8]], "total_charge": -2, "orbital_gap_ev": [5.39, 8.33], "lumo_ev": [7.3, 7.3], "multiplicity": 3, "largest_force_ev_per_a": 2.45}

***

(11)
{"formula": "HN3S", "method": "ωB97M-V/def2-TZVPD", "symbols": ["N", "N", "N", "S", "H"], "coordinates": [[-0.3520, 1.1611, -0.0008], [-1.2960, 0.4271, -0.3006], [0.7056, -0.1629, 0.4026], [-0.6775, -1.0757, -0.1223], [1.6198, -0.3497, 0.0211]], "forces_ev_per_a": [[2.3, -2.2, 0.2], [-0.4, 0.3, 0.3], [-2.6, 2.0, 0.4], [0.5, -0.3, -0.3], [0.2, 0.2, -0.6]], "e_above_lowest_kcal_mol": 64.8, "orbital_gap_ev": 9.18, "lumo_ev": -0.4, "largest_force_ev_per_a": 3.34}

***

(12)
{"formula": "HN6O", "method": "ωB97M-V/def2-TZVPD", "symbols": ["N", "N", "N", "N", "N", "N", "O", "H"], "coordinates": [[2.3151, -0.0895, 0.6646], [2.8859, -0.3902, -0.2313], [0.6662, 1.5410, 0.0623], [-0.4638, -0.5161, 0.2186], [-0.2531, 0.7985, -0.0846], [-1.8016, -0.6765, -0.0832], [-2.3021, -1.8060, 0.0739], [-1.0467, 1.1387, -0.6202]], "forces_ev_per_a": [[1.6, -1.0, -0.9], [-0.7, 0.4, 1.1], [1.1, 0.7, 0.7], [-2.8, -2.3, 0.3], [-0.8, 1.6, -1.4], [1.9, -0.5, 0.4], [1.0, 1.0, 0.0], [-1.2, 0.1, -0.4]], "total_charge": -1, "e_above_lowest_kcal_mol": 4.7, "orbital_gap_ev": 8.45, "lumo_ev": 5.2, "largest_force_ev_per_a": 3.63}